The following is a quantum chemistry calculation of a cluster of 9 separate species, C36H42Cl8O18 in total in a non-equilibrium geometry, from the OMol25 dataset.

Positions of all 104 atoms, in Å:
Cl -1.76 -2.03 -4.47
C -2.91 -0.76 -4.28
C -4.18 -1.21 -3.62
Cl -5.01 -2.49 -4.58
H -3.06 -0.31 -5.26
H -2.46 0.03 -3.68
H -4.81 -0.32 -3.56
H -4.05 -1.58 -2.61
Cl -0.83 -1.74 3.00
C -0.59 -2.66 4.42
C -0.86 -1.83 5.72
Cl -2.48 -1.02 5.76
H 0.43 -3.06 4.40
H -1.21 -3.55 4.47
H -0.17 -1.00 5.68
H -0.71 -2.38 6.66
Cl -5.24 -2.50 -0.15
C -5.02 -1.27 1.10
C -3.81 -1.67 2.01
Cl -4.29 -3.24 2.78
H -5.97 -1.13 1.62
H -4.69 -0.34 0.63
H -3.58 -0.94 2.79
H -2.86 -1.93 1.56
Cl -1.72 -2.34 -0.74
C -0.77 -0.90 -1.14
C -1.25 0.36 -0.33
Cl -2.87 0.82 -0.91
H -0.71 -0.77 -2.22
H 0.24 -1.03 -0.76
H -0.56 1.20 -0.40
H -1.30 0.15 0.74
C 1.73 4.36 -0.19
O 1.52 4.23 1.20
C 1.94 5.38 2.00
C 3.52 5.37 2.04
O 4.20 4.22 2.46
C 3.77 3.84 3.80
H 2.72 4.56 -0.61
H 1.06 5.18 -0.43
H 1.30 3.50 -0.70
H 1.47 5.24 2.97
H 1.47 6.30 1.63
H 3.94 6.22 2.59
H 3.85 5.49 1.01
H 4.01 4.62 4.53
H 4.31 3.00 4.24
H 2.71 3.60 3.79
C -0.99 -4.84 -3.32
C -1.33 -5.38 -4.50
C -0.37 -5.75 -5.57
O -0.63 -6.38 -6.60
C 0.95 -5.51 -5.09
C 1.32 -4.96 -3.94
C 0.39 -4.64 -2.91
O 0.68 -4.30 -1.78
O 2.56 -4.59 -3.69
O -2.63 -5.76 -4.77
H -1.72 -4.50 -2.59
H 1.70 -5.73 -5.84
H 2.58 -4.15 -2.84
H -2.76 -6.14 -5.64
C -3.45 3.84 0.87
C -4.36 3.05 1.51
C -3.87 2.14 2.59
O -4.46 1.33 3.27
C -2.44 2.10 2.78
C -1.58 2.85 2.14
C -2.01 3.93 1.18
O -1.25 4.64 0.61
O -0.22 2.59 2.14
O -5.65 3.00 1.24
H -3.89 4.41 0.06
H -2.08 1.21 3.26
H 0.19 3.36 1.74
H -6.19 2.48 1.85
C 2.71 0.63 2.52
C 2.97 0.01 3.73
C 3.28 -1.37 3.87
O 3.57 -2.06 4.81
C 3.10 -2.07 2.63
C 2.90 -1.44 1.43
C 2.67 -0.02 1.25
O 2.28 0.56 0.19
O 2.80 -2.16 0.29
O 3.05 0.76 4.86
H 2.64 1.70 2.54
H 3.31 -3.13 2.67
H 3.38 -2.93 0.29
H 3.28 0.21 5.61
C 1.58 -0.37 -3.72
C 2.73 -0.68 -3.05
C 3.82 0.33 -2.72
O 4.89 0.17 -2.15
C 3.42 1.74 -3.08
C 2.23 1.99 -3.73
C 1.24 0.97 -4.18
O 0.24 1.26 -4.82
O 1.98 3.26 -4.13
O 3.01 -1.96 -2.65
H 0.87 -1.17 -3.85
H 4.07 2.58 -2.94
H 1.23 3.26 -4.72
H 3.79 -2.03 -2.08

Properties
Largest force on an atom: 3.9 eV/Å
Electronic energy: -175032.2302 eV
Frontier orbital gap (spin up / spin down): 4.64 / 2.46 eV
Net charge: +1
2S+1: 2

=====

The following is a quantum chemistry calculation of a structure of composition C14H35N3S2V in a non-equilibrium geometry, from the OMol25 dataset.

Positions of all 55 atoms, in Å:
V -0.24 0.10 0.71
S -1.59 2.10 0.25
S 1.85 -0.84 1.54
C -2.46 2.38 -1.34
C -0.35 3.41 -0.10
C 0.93 2.77 -0.60
N 1.27 1.68 0.34
C 2.71 1.37 0.16
C 3.12 0.47 1.30
H -0.18 3.94 0.85
H -0.78 4.06 -0.85
H 1.75 3.52 -0.63
H 0.85 2.35 -1.61
H 3.30 2.31 0.16
H 2.86 0.92 -0.83
H 3.18 1.04 2.24
H 4.07 -0.03 1.10
C 2.77 -2.10 0.58
H 1.20 2.08 1.29
H 3.17 -1.77 -0.39
H 2.20 -3.02 0.46
H 3.61 -2.28 1.27
H -3.18 1.60 -1.56
H -1.79 2.52 -2.20
H -3.00 3.32 -1.12
C -0.13 1.21 2.77
C -1.03 0.12 2.81
H -0.52 2.24 2.77
H 0.84 1.12 3.29
H -2.12 0.30 2.72
H -0.74 -0.78 3.37
C -2.65 -1.14 -0.02
N -1.50 -1.68 0.72
C -2.08 -2.46 1.85
C -0.63 -2.64 -0.02
C -0.12 -2.22 -1.38
N 0.04 -0.74 -1.62
C 1.35 -0.50 -2.27
C -0.97 -0.28 -2.62
H -3.54 -1.08 0.63
H -2.90 -1.78 -0.88
H -2.45 -0.11 -0.32
H -2.65 -3.30 1.42
H -1.30 -2.84 2.52
H -2.75 -1.83 2.46
H 0.21 -2.83 0.67
H -1.17 -3.58 -0.16
H 0.87 -2.68 -1.50
H -0.75 -2.63 -2.17
H 1.40 -1.00 -3.26
H 1.53 0.57 -2.44
H 2.18 -0.90 -1.68
H -0.95 -0.92 -3.53
H -1.98 -0.33 -2.24
H -0.77 0.77 -2.91

Properties
Largest force on an atom: 3.8 eV/Å
Electronic energy: -66885.4920 eV
Frontier orbital gap (spin up / spin down): 8.06 / 8.46 eV
Net charge: +3
2S+1: 3

=====

The following is a quantum chemistry calculation of a cluster of 19 separate species, H38O19 in total in a non-equilibrium geometry, from the OMol25 dataset.

Positions of all 57 atoms, in Å:
O 0.11 -0.84 4.55
H 0.72 -0.50 3.90
H -0.18 -0.11 5.09
O 3.43 -1.00 0.19
H 3.41 -0.73 1.11
H 3.40 -0.34 -0.51
O -2.87 1.07 -1.96
H -3.47 1.76 -2.23
H -2.86 0.31 -2.54
O 1.70 0.28 -3.80
H 0.86 0.48 -3.33
H 1.36 -0.25 -4.53
O 1.62 1.59 5.07
H 1.03 2.26 4.72
H 1.89 1.05 4.32
O 3.96 0.06 -2.25
H 3.29 -0.09 -2.94
H 4.78 0.02 -2.74
O -4.50 1.68 1.79
H -3.92 1.05 2.26
H -4.01 1.92 1.00
O 2.52 -2.07 3.27
H 1.65 -2.30 3.61
H 2.41 -2.46 2.39
O -0.13 0.34 1.94
H -0.62 1.15 1.65
H -0.03 0.04 1.01
O -0.01 1.77 -2.29
H 0.20 2.57 -1.84
H -0.90 1.49 -2.04
O 1.51 4.76 -0.08
H 2.22 4.45 0.47
H 1.64 4.78 -1.02
O 1.94 1.26 -0.69
H 2.21 1.15 -1.60
H 1.30 0.58 -0.40
O -2.85 -0.75 2.76
H -1.98 -0.47 3.13
H -2.44 -0.83 1.89
O -1.75 -0.90 -3.79
H -1.49 -1.58 -4.42
H -1.43 -1.33 -2.99
O 1.56 -2.07 -2.14
H 2.30 -1.83 -1.57
H 1.35 -3.00 -2.11
O -0.97 -4.27 -1.14
H -1.10 -4.55 -2.05
H -0.98 -5.06 -0.60
O -0.16 -0.44 -0.61
H -0.79 -1.10 -0.33
H 0.22 -0.86 -1.40
O -3.27 -2.65 -2.79
H -3.58 -2.13 -3.51
H -3.50 -2.25 -1.96
O -1.69 2.26 2.72
H -1.42 3.14 2.46
H -2.39 2.04 2.10

Properties
Largest force on an atom: 2.2 eV/Å
Electronic energy: -39518.9683 eV
Frontier orbital gap: 9.61 eV
Relative energy (zero: lowest compared OMol25 entry of this formula, charge and spin): 90.6 kcal per mole

=====

The following is a quantum chemistry calculation of a structure of composition C26H52Cl2N3O5PbSi2 in a non-equilibrium geometry, from the OMol25 dataset.

Positions of all 91 atoms, in Å:
C -1.53 -0.57 -3.87
C -1.12 -1.93 -3.39
H -1.25 -0.40 -4.92
H -1.06 0.22 -3.25
H -2.63 -0.42 -3.78
C -0.65 -2.95 -4.13
C -0.47 -2.94 -5.60
H -0.33 -3.86 -3.62
H -0.70 -1.97 -6.04
H -1.11 -3.71 -6.06
H 0.56 -3.21 -5.85
Pb -0.20 0.30 0.17
Cl -0.33 2.37 -1.67
C -0.21 -2.60 1.65
O 0.72 -2.14 1.02
N -0.04 -3.49 2.65
C 1.32 -3.72 3.16
C -1.07 -4.48 2.96
H -1.28 -2.35 1.49
H 1.92 -2.84 2.89
H 1.75 -4.63 2.71
H 1.30 -3.83 4.25
H -2.02 -4.19 2.47
H -1.26 -4.53 4.05
H -0.79 -5.48 2.61
H 0.87 3.08 4.87
H -1.35 4.43 4.16
C 1.19 3.19 3.82
C -0.90 4.44 3.15
N 0.01 3.32 2.96
H 1.75 2.31 3.50
C -0.02 2.67 1.78
O 1.02 2.20 1.25
H -1.70 4.37 2.39
H -1.02 2.61 1.35
H 1.79 4.11 3.73
H -0.35 5.39 3.02
H 1.47 -0.28 -3.66
H 2.38 -2.64 -3.39
C 2.29 0.11 -3.03
C 3.22 -2.17 -2.85
N 2.79 -0.96 -2.18
H 1.91 0.95 -2.42
C 2.73 -0.90 -0.84
O 2.30 0.09 -0.20
H 3.61 -2.86 -2.10
H 3.05 -1.82 -0.33
H 3.10 0.44 -3.69
H 4.01 -1.93 -3.58
O 0.01 -1.34 -1.51
C -1.09 -2.06 -1.87
C 0.10 -4.10 -0.93
C -1.09 -3.48 -1.30
H 1.03 -3.52 -1.03
C 0.11 -5.40 -0.44
H -2.01 -1.56 -1.52
C -2.30 -4.16 -1.12
H 1.07 -5.85 -0.17
C -1.09 -6.10 -0.31
C -2.30 -5.47 -0.64
H -3.23 -3.63 -1.37
H -1.08 -7.14 0.05
H -3.24 -6.02 -0.53
Si -0.40 6.69 -3.28
Cl -0.68 5.95 -5.21
C 1.43 6.53 -2.93
C -1.45 5.64 -2.17
C -0.95 8.48 -3.29
H 1.74 5.48 -3.00
H 1.65 6.89 -1.92
H 2.02 7.12 -3.65
H -0.36 9.08 -4.00
H -0.83 8.92 -2.29
H -2.01 8.56 -3.57
H -1.15 4.58 -2.21
H -2.51 5.71 -2.45
H -1.34 5.97 -1.12
C -1.36 1.20 4.88
Si -0.17 -0.06 4.12
C 1.62 -0.14 4.76
C -0.97 -1.58 4.91
O -0.44 -0.07 2.57
H -1.58 1.06 5.95
H -2.31 1.00 4.35
H -1.17 2.26 4.72
H 1.67 -0.25 5.87
H 2.17 -1.03 4.39
H 2.30 0.70 4.55
H -1.89 -1.72 4.33
H -0.38 -2.50 4.81
H -1.24 -1.45 5.96

Properties
Largest force on an atom: 2.9 eV/Å
Electronic energy: -88568.1805 eV
Frontier orbital gap: 6.98 eV
Net charge: -1
Relative energy (zero: lowest compared OMol25 entry of this formula, charge and spin): 0.0 kcal per mole

=====

The following is a quantum chemistry calculation of the ion C5H12N with charge +1 in a non-equilibrium geometry, from the OMol25 dataset.

Positions of all 18 atoms, in Å:
C -1.91 -0.80 0.46
C -0.59 -1.60 0.54
C 0.66 -1.22 0.25
C 1.46 0.03 0.44
C 0.70 1.31 0.12
N 0.26 1.30 -1.34
H -2.61 -1.20 1.19
H -2.30 -0.78 -0.55
H -1.79 0.21 0.92
H -0.79 -2.66 0.64
H 1.30 -2.08 0.02
H 1.86 0.13 1.44
H 2.35 -0.07 -0.19
H 1.37 2.17 0.22
H -0.17 1.42 0.75
H -0.09 0.33 -1.36
H 0.90 1.71 -2.01
H -0.61 1.79 -1.55

Properties
Largest force on an atom: 2.7 eV/Å
Electronic energy: -6861.7277 eV
Frontier orbital gap: 9.77 eV
Net charge: +1
SMILES: C/C=C\CC[NH3+]
Relative energy (zero: lowest compared OMol25 entry of this formula, charge and spin): 42.2 kcal per mole

=====

The following is a quantum chemistry calculation of an isolated molecule of C4H9NO, from the OMol25 dataset.

Positions of all 15 atoms, in Å:
C 0.97 0.77 -1.28
C 0.76 -0.40 -0.33
O 1.57 -0.25 0.82
C -0.71 -0.49 0.05
C -1.14 -0.68 1.45
N -1.24 0.63 0.82
H 2.04 0.93 -1.46
H 0.49 0.60 -2.25
H 0.54 1.67 -0.83
H 1.04 -1.34 -0.82
H 2.08 0.56 0.72
H -1.34 -0.91 -0.73
H -0.38 -0.76 2.21
H -2.06 -1.24 1.63
H -2.20 0.83 0.54

Properties
Largest force on an atom: 0.3 eV/Å
Electronic energy: -7830.3135 eV
Frontier orbital gap: 10.55 eV
SMILES: C[C@@H](O)[C@H]1CN1
Relative energy (zero: lowest compared OMol25 entry of this formula, charge and spin): 46.3 kcal per mole

=====

The following is a quantum chemistry calculation of an isolated molecule of C3H4N6 in a non-equilibrium geometry, from the OMol25 dataset.

Positions of all 13 atoms, in Å:
C -2.08 -0.09 0.43
N -1.10 -1.05 0.01
C -0.05 -0.55 -0.60
N 0.25 0.69 -1.01
C 1.25 1.22 -0.47
N 1.83 0.67 0.70
N 2.08 -0.58 0.93
N 2.12 -1.44 -0.13
N 1.14 -1.36 -0.96
H -3.01 -0.69 0.27
H -2.12 0.97 0.13
H -2.10 -0.06 1.44
H 1.78 2.28 -0.74

Properties
Largest force on an atom: 5.5 eV/Å
Electronic energy: -12110.2435 eV
Frontier orbital gap: 8.20 eV
SMILES: C/N=c1\ncnnnn1
Relative energy (zero: lowest compared OMol25 entry of this formula, charge and spin): 104.7 kcal per mole

=====

The following is a quantum chemistry calculation of a structure of composition C7H22N4O7Ti in a non-equilibrium geometry, from the OMol25 dataset.

Positions of all 41 atoms, in Å:
O -0.32 0.61 4.41
H -0.25 -0.38 4.57
Ti 0.14 -0.27 0.34
N 1.75 0.77 -0.50
N 0.54 -1.22 -1.45
O 2.36 2.03 -0.18
O 0.07 -2.55 -1.79
C 2.36 0.17 -1.55
C 1.73 -0.97 -2.04
C 3.60 0.69 -2.15
C 2.28 -1.86 -3.06
H 4.09 1.40 -1.52
H 3.44 1.17 -3.11
H 4.33 -0.08 -2.37
H 1.54 -2.52 -3.46
H 3.11 -2.48 -2.73
H 2.70 -1.31 -3.90
H 2.08 2.20 0.74
H -0.75 -2.64 -1.25
O -1.23 1.05 -1.69
H -0.51 1.69 -1.48
H -0.63 0.38 -2.11
C 0.96 -1.46 1.65
H 1.02 -1.21 2.71
H 1.95 -1.56 1.12
H 0.27 -2.32 1.45
O 1.82 2.43 3.13
H 1.54 2.24 4.05
H 2.39 1.66 3.00
C -4.52 0.16 2.38
O -3.63 -0.56 1.48
C -2.47 -0.06 1.15
O -1.70 -0.76 0.40
N -2.06 1.09 1.66
N -0.65 1.42 1.45
H -4.76 1.16 1.97
H -4.07 0.27 3.39
H -5.42 -0.46 2.42
H -2.54 1.45 2.51
H -0.69 2.35 1.01
H -0.23 1.53 2.40

Properties
Largest force on an atom: 4.0 eV/Å
Electronic energy: -51019.0434 eV
Frontier orbital gap (spin up / spin down): 7.02 / 6.35 eV
2S+1: 3
Relative energy (zero: lowest compared OMol25 entry of this formula, charge and spin): 31.3 kcal per mole